# 1
Formula: C3H3NO3
Source: the OMol25 dataset
Level of theory: the ωB97M-V functional and the def2-TZVPD basis

Last column: Mulliken charge in e.
Positions of all 10 atoms, in Å:
N -0.64754 -1.75609 1.30062  -0.5208
C -0.08786 -0.81536 0.75574  0.4011
C 0.73954 0.09138 0.23656  0.2309
O 2.02972 -0.15343 -0.06876  -0.4901
O 0.19801 1.25280 -0.25944  -0.3394
C -1.05370 0.96547 -0.90625  0.1571
O -1.22337 0.20230 -1.79858  -0.3857
H -0.51303 -1.88752 2.30501  0.2728
H 2.26165 0.28539 -0.90963  0.3399
H -1.70340 1.81505 -0.65528  0.3340

The energy above the lowest of the compared OMol25 structures with the same formula, charge and spin comes out at 81.4 kcal/mol. Its SMILES is N=C=C(O)OC=O. The value obtained for the HOMO-LUMO gap is 8.74 eV. The calculation puts the HOMO energy at -0.3022 Ha. Its total energy is -396.4947 Eh. Its net charge is 0.



# 2
Formula: C4H4N2O
Source: the OMol25 dataset
Level of theory: the ωB97M-V functional and the def2-TZVPD basis

Last column: Mulliken charge in e.
Positions of all 11 atoms, in Å:
N -0.57788 2.19824 1.88412  -0.4033
C -0.31418 1.30752 1.16239  0.1506
C -0.08022 0.15931 0.41160  0.5455
N -0.09805 -1.10069 1.00729  -0.3937
C -0.03669 0.38953 -0.94951  -0.6482
C 0.38020 -0.56564 -1.81532  0.2290
O 0.49940 -1.72672 -1.42962  -0.6308
H 0.19564 -1.19239 1.97363  0.2548
H 0.11125 -1.77995 0.25472  0.3506
H -0.07252 1.53170 -1.12758  0.2385
H 0.80731 -0.17280 -2.75870  0.3072

The energy above the lowest of the compared OMol25 structures with the same formula, charge and spin comes out at 37.8 kcal/mol. Its SMILES is N#C/C(N)=C/C=O. The value obtained for the HOMO-LUMO gap is 8.80 eV. The calculation puts the HOMO energy at -0.3539 Ha. Its total energy is -339.5215 Eh. Its net charge is 0.



# 3
Formula: C6H12N2
Source: the OMol25 dataset
Level of theory: the ωB97M-V functional and the def2-TZVPD basis

Last column: Mulliken charge in e.
Positions of all 20 atoms, in Å:
C 1.30049 1.24463 0.94167  -1.2799
C 1.18034 1.51413 -1.79777  -1.1647
C 0.56098 0.69822 -0.21143  0.3804
C 0.01820 -0.29218 -0.78905  0.2974
C -0.74491 -0.98631 0.93856  0.2429
N -0.77237 -0.74458 -1.77166  -0.5540
N -2.10909 -0.67624 0.91228  -0.5639
C -0.25220 -2.06402 1.55385  -0.9440
H -0.82157 -1.75112 -1.88125  0.2930
H -1.71047 -0.34679 -1.68120  0.2799
H -2.28725 0.32023 0.95891  0.2251
H -2.66449 -1.17034 1.61147  0.2256
H 1.23576 0.57922 1.80213  0.3670
H 0.87950 2.21358 1.22326  0.3030
H 2.35010 1.40129 0.67864  0.3235
H 0.69036 1.21084 -2.71914  0.3736
H 2.25167 1.32828 -1.84421  0.3028
H 0.96332 2.55940 -1.58524  0.3619
H -0.86617 -2.71209 2.18335  0.2694
H 0.79780 -2.32616 1.47685  0.2610

The energy above the lowest of the compared OMol25 structures with the same formula, charge and spin comes out at 123.6 kcal/mol. The value obtained for the HOMO-LUMO gap is 8.33 eV. The calculation puts the HOMO energy at -0.2746 Ha. Its total energy is -345.1308 Eh. Its net charge is 0.



# 4
Formula: C43H41Cl5CoN4O3P2SSe2SiTe
Source: the OMol25 dataset
Level of theory: the ωB97M-V functional and the def2-TZVPD basis

Last column: Mulliken charge in e.
Positions of all 104 atoms, in Å:
Co 1.42636 2.33232 0.13169  -0.4955
Cl 4.53107 1.63408 0.94343  -0.2143
C 4.27454 3.27426 0.40038  1.9334
C 2.98285 3.65219 0.04149  -2.5226
C 2.90379 4.99086 -0.38912  1.8507
Cl 1.37129 5.69162 -0.82049  -0.0975
C 4.00156 5.85332 -0.47653  -0.3780
Cl 3.83084 7.47437 -1.06086  -0.2161
C 5.26027 5.41272 -0.07875  0.5736
Cl 6.62508 6.47732 -0.12563  -0.2331
C 5.39292 4.11196 0.38061  -0.3629
Cl 6.94309 3.56708 0.93840  -0.2267
Se -4.79474 -1.39568 0.22581  -0.3722
P -2.84842 -2.16605 -0.00201  0.0684
C -2.70240 -2.91163 -1.64917  0.4376
C -2.00034 -2.24788 -2.65141  -0.0615
C -2.06466 -2.70209 -3.96311  -0.3902
C -2.81782 -3.82315 -4.27700  -0.5460
C -3.52195 -4.48611 -3.27925  -0.7616
C -3.47712 -4.02445 -1.97336  -0.3421
C -2.57638 -3.44572 1.27099  0.7342
C -2.79032 -3.03616 2.59108  -0.7436
C -2.71403 -3.94850 3.62892  -0.7223
C -2.41949 -5.28255 3.36660  -0.5106
C -2.20363 -5.69440 2.06365  -0.8001
C -2.28265 -4.77703 1.01761  0.0200
C -1.51009 -0.94746 0.17621  0.5543
C -0.10504 -0.83245 0.15451  -1.0413
N 0.18015 0.46482 0.42978  0.8866
N -0.98478 1.09894 0.61188  0.3428
N -1.99230 0.28396 0.45827  -1.0906
P 1.27818 -1.99382 0.04078  1.0777
Se 3.19271 -1.12967 -0.01924  -0.2974
C 1.17446 -3.07574 1.49906  0.2071
C 0.49736 -2.67192 2.63916  -0.2272
C 0.62019 -3.40331 3.81709  -0.9123
C 1.40186 -4.54462 3.85128  -0.6210
C 2.06900 -4.96391 2.70388  -0.7981
C 1.96611 -4.22628 1.53720  -0.4239
C 1.06414 -3.09385 -1.39370  -0.0459
C 1.59711 -2.69834 -2.61837  -0.4838
C 1.49877 -3.53468 -3.71909  -0.8540
C 0.89413 -4.77985 -3.60048  -0.6281
C 0.37690 -5.18625 -2.38126  -0.8186
C 0.46039 -4.34069 -1.28084  0.0447
H -1.41751 -1.36689 -2.41622  0.0286
H -1.52013 -2.17268 -4.73493  0.4888
H -2.86564 -4.17708 -5.30070  0.3962
H -4.12915 -5.34942 -3.52473  0.4035
H -4.08492 -4.49825 -1.21229  0.4808
H -3.04733 -2.00141 2.78864  0.4482
H -2.88588 -3.61904 4.64663  0.4561
H -2.35493 -5.99692 4.17878  0.3864
H -1.97094 -6.73094 1.85208  0.3926
H -2.12540 -5.11527 0.00246  0.3583
H -0.11691 -1.77877 2.61535  0.6074
H 0.09648 -3.07488 4.70628  0.4877
H 1.49150 -5.11334 4.76936  0.4062
H 2.68357 -5.85519 2.72582  0.4104
H 2.52201 -4.52317 0.65572  0.4828
H 2.10551 -1.74462 -2.69431  0.3276
H 1.90376 -3.21490 -4.67171  0.4446
H 0.82003 -5.43086 -4.46369  0.3718
H -0.10127 -6.15366 -2.28578  0.4193
H 0.07338 -4.65916 -0.32280  0.5692
C 0.15454 1.73638 4.01044  -1.3006
Te 1.96238 1.30887 2.95484  0.6331
C 3.18286 2.22032 4.44496  -1.1352
H 0.00387 2.81307 4.08684  0.4151
H 0.20236 1.29856 5.00645  0.4007
H -0.67201 1.29336 3.45236  0.3113
H 2.88724 1.83636 5.42025  0.3077
H 3.08772 3.30467 4.41652  0.3375
H 4.21407 1.93926 4.23419  0.3127
C 3.35893 1.53553 -2.67059  -0.8386
Si 1.63570 2.11512 -2.15782  0.6285
C 0.44172 0.82121 -2.85289  -0.6456
C 1.37387 3.59843 -3.29661  -1.1558
H 3.36115 1.22821 -3.72625  0.3556
H 3.70572 0.69722 -2.06532  0.0712
H 4.07691 2.35698 -2.55872  0.2285
H 0.53690 0.76638 -3.94581  0.5643
H -0.59768 1.06801 -2.60560  0.3466
H 0.66114 -0.16628 -2.43925  -0.5729
H 1.47241 3.25115 -4.33381  0.4009
H 2.12194 4.37815 -3.12618  0.2630
H 0.38635 4.05532 -3.18113  0.3025
N -0.02392 3.69316 1.15147  0.1358
C -1.31998 4.19953 0.71237  -0.1602
C -2.20753 4.73975 1.63390  -0.4359
C -3.40307 5.30590 1.21587  -0.8499
C -3.72246 5.33891 -0.13814  -0.0665
C -2.85762 4.74877 -1.05302  -0.8740
C -1.66215 4.17720 -0.62784  0.7153
S -5.19819 6.21137 -0.67678  1.3003
O -6.19309 5.90202 0.34122  -0.7215
O -5.49100 5.66319 -1.99273  -0.7261
O -4.79217 7.61144 -0.69132  -0.6976
H -0.17191 3.17761 2.01017  -0.3892
H 0.56864 4.48441 1.38354  0.4664
H -1.94568 4.73275 2.68853  0.3737
H -4.10100 5.73205 1.92609  0.3778
H -3.13995 4.74363 -2.09838  0.4944
H -0.98224 3.70292 -1.32584  -0.0322

As for the spin multiplicity: 2. The energy above the lowest of the compared OMol25 structures with the same formula, charge and spin comes out at 7.1 kcal/mol. The value obtained for the HOMO-LUMO gap (spin up / spin down) is 6.61 / 6.29 eV. The calculation puts the HOMO energy (spin up / spin down) at -0.1259 / -0.1143 Ha. Its total energy is -12233.0609 Eh. Its net charge is -2.